one | Formula: C5H33NO11
Source: the Open Molecules 2025 dataset
Level of theory: ωB97M-V/def2-TZVPD

Geometry (Å):
C -0.8114 -0.7103 1.4456
C 0.0930 -1.7966 0.9014
C 1.0665 -2.1718 2.0974
C 0.5085 -3.2125 3.0336
N 0.9752 -1.2182 -0.1538
C 1.2718 -2.1241 -1.2373
O 0.5312 -1.7971 -2.4005
H -0.7355 0.2489 0.8926
H -1.8771 -0.9318 1.4627
H -0.6524 -0.2712 2.3946
H -0.4021 -2.7394 0.5784
H 1.3568 -1.2097 2.6349
H 1.9832 -2.5194 1.6680
H -0.1430 -2.6334 3.7949
H -0.1179 -4.0177 2.6769
H 1.3255 -3.3737 3.7214
H 0.6067 -0.3291 -0.5234
H 0.7163 -3.1086 -1.0664
H 2.3831 -2.1825 -1.3714
H 1.0866 -1.3509 -3.0724
H 1.4410 1.8223 2.4284
H 1.7307 0.3385 1.9211
O 2.0347 1.0384 2.4760
H 0.7744 3.9791 1.7718
H -0.4496 3.3187 2.3361
O 0.5043 3.3705 2.5151
H 3.1826 1.0455 0.4453
H 3.6129 1.4672 1.8281
O 3.9175 1.5904 0.8340
H -1.7649 -1.2726 -1.6324
H -1.4761 -2.7979 -1.6359
O -1.4953 -2.0082 -1.0729
H -3.1710 -2.3838 1.3302
H -3.0103 -3.8750 1.1566
O -3.7349 -3.2229 1.2056
H -1.0275 3.2257 -0.9610
H 0.5204 3.1423 -0.6117
O -0.3186 3.5064 -0.3403
H -4.3152 0.1403 -0.9150
H -3.7417 0.0694 -2.3844
O -3.5465 0.3760 -1.5157
H -0.1936 0.4833 -3.0928
H -0.1052 1.9243 -3.4093
O -0.3326 1.0870 -3.8196
H -2.8584 2.8972 -1.8637
H -2.0610 1.5630 -2.0094
O -2.0356 2.5167 -2.1746
H 2.9570 2.4375 -0.4680
H 2.5654 3.1209 -1.7598
O 2.1994 2.6831 -1.0050

Net charge: 0
HOMO energy: -9.09 eV
Structure (SMILES): CC[C@@H](C)NCO.O.O.O.O.O.O.O.O.O.O

two | Formula: C5H33NO11
Source: the Open Molecules 2025 dataset
Level of theory: ωB97M-V/def2-TZVPD

Geometry (Å):
C 0.2367 1.5432 1.8118
C -0.6036 0.5483 1.0428
C 0.2272 -0.3433 -0.0707
C 1.7126 -2.2441 0.0951
C 0.5866 -1.6201 0.5330
N 0.5709 2.8032 0.9188
H -0.3344 1.9755 2.7233
H 1.2215 1.1401 2.1774
H -1.3493 1.0573 0.4770
H -1.0215 -0.2479 1.8144
H -0.5075 -0.4461 -0.9963
H 1.1594 0.2402 -0.3393
H 2.1324 -3.2077 0.2957
H 2.3585 -1.6459 -0.6439
H -0.0563 -1.8934 1.1529
H 1.3700 2.3571 0.4832
H 1.1205 3.4802 1.4984
H -2.1051 -3.9830 0.9856
H -2.9231 -3.1264 -0.0875
O -2.9604 -3.3842 0.9554
H -1.7477 3.1806 0.7154
H -2.8740 2.4309 0.0280
O -2.6205 2.7625 0.8485
H 1.3275 0.5907 -2.1001
H 1.4700 -0.8107 -2.7420
O 1.7696 0.0659 -2.6758
H -3.7416 -0.1845 -2.0989
H -2.6681 -0.4166 -0.8800
O -2.9776 0.2319 -1.6886
H 3.8804 1.5868 1.2637
H 3.2639 0.9261 2.5387
O 3.2164 1.6954 1.9236
H 1.4477 -1.3131 2.3388
H 1.8019 -0.4813 3.4163
O 2.3023 -1.0226 2.8644
H -2.7286 -2.9705 -2.4898
H -1.6763 -2.1196 -1.9324
O -2.3344 -2.6984 -1.6802
H -0.1154 2.1980 -0.8841
H 0.0527 2.8396 -2.2841
O 0.3024 2.1711 -1.7283
H -0.6949 0.4554 -3.4749
H 0.2190 0.1727 -4.5270
O -0.5172 -0.3067 -3.9994
H -2.7962 -2.0454 1.9808
H -2.5291 -1.7165 3.5681
O -2.8805 -1.3687 2.7757
H 3.6191 0.3255 -1.6308
H 3.5266 1.8184 -1.3435
O 3.8676 0.9999 -0.9294

Net charge: 0
HOMO energy: -9.82 eV
Structure (SMILES): C=CCCCN.O.O.O.O.O.O.O.O.O.O.O

Most stable to least stable, the ends of the list are one and two.

one | Formula: C3H6N3
Source: the Open Molecules 2025 dataset
Level of theory: ωB97M-V/def2-TZVPD

Geometry (Å):
C -0.9805 0.0360 -0.9852
C -0.0682 -0.6299 0.0970
C 0.2993 1.5934 0.0193
N -0.7289 1.2784 -0.9416
N 0.7678 0.2841 0.4926
N 0.0269 -1.9349 0.3552
H -1.7001 -0.4523 -1.5223
H 0.9847 2.1976 -0.3969
H -0.1360 2.1121 0.8414
H 1.5144 0.4661 1.1992
H -0.6055 -2.5220 -0.0809
H 0.6260 -2.4285 0.9223

Net charge: +1
HOMO energy: -15.64 eV
Structure (SMILES): [NH2+]=C1C=NCN1

two | Formula: C3H6N3
Source: the Open Molecules 2025 dataset
Level of theory: ωB97M-V/def2-TZVPD

Geometry (Å):
C -1.6991 0.2495 0.2598
C 0.7880 -0.6330 0.2946
C 0.4071 0.2106 1.4982
N -0.7979 0.5363 1.5168
N -1.0430 0.4089 -0.8461
N 0.3050 0.1229 -0.8904
H -2.6976 0.4516 0.1648
H 1.9425 -0.6599 0.1838
H 0.1601 -1.5885 0.3537
H 0.9280 0.5431 2.3786
H -1.4476 0.8834 -1.6594
H 0.9472 0.6142 -1.5163

Net charge: +1
HOMO energy: -15.06 eV
Structure (SMILES): C1=NC=[NH+]NC1

three | Formula: C3H6N3
Source: the Open Molecules 2025 dataset
Level of theory: ωB97M-V/def2-TZVPD

Geometry (Å):
C -2.5800 -0.7676 -0.0443
C -1.2292 -1.0735 0.2945
C 0.8834 0.4085 -0.0644
N -2.6505 0.5814 -0.2201
N -1.4710 1.0502 -0.0547
N -0.4910 0.1403 0.0829
H -1.4784 -1.1249 1.3375
H -0.7446 -2.0191 0.0217
H 1.4753 -0.5074 -0.0508
H 0.9528 0.8086 -1.0551
H 1.2622 1.2042 0.6908
H -1.3272 2.0733 -0.3352

Net charge: +1
HOMO energy (spin up / spin down): -13.80 / -13.97 eV
Structure (SMILES): CN1CC#[N+]N1

four | Formula: C3H6N3
Source: the Open Molecules 2025 dataset
Level of theory: ωB97M-V/def2-TZVPD

Geometry (Å):
C 1.8915 -0.6168 0.0131
C 0.2645 0.9058 -0.0298
C -1.8482 -0.3336 -0.0068
N 0.2597 -1.3240 -0.0078
N 1.5961 0.6463 -0.0035
N -0.4097 -0.2429 -0.0281
H 2.7711 -1.2177 0.0533
H -0.1694 1.8874 -0.0512
H -2.1918 -0.3725 1.0274
H -2.3002 0.5276 -0.4919
H -2.1495 -1.2584 -0.5012
H 2.2860 1.3988 0.0264

Net charge: +1
HOMO energy: -14.39 eV
Structure (SMILES): C[n+]1c[nH]cn1

Most stable to least stable, the ends of the list are one and three.

one | Formula: C3H9OS
Source: the Open Molecules 2025 dataset
Level of theory: ωB97M-V/def2-TZVPD

Geometry (Å):
C 1.1309 1.3596 1.3127
O 0.9318 -0.0852 1.7831
H 0.6296 1.4770 0.3355
H 0.8300 1.8348 2.2318
H 2.2195 1.5461 1.2164
C -0.0883 -1.6765 -1.8316
S -1.2980 -1.3101 -0.1718
C -1.7016 0.4993 -0.0041
H -0.5606 -2.3666 -2.5755
H 0.6874 -2.2042 -1.3074
H 0.0333 -0.6718 -2.3093
H -2.0952 0.7948 1.0958
H 0.6679 -0.3553 0.9304
H -1.3868 1.1582 -0.7063

Net charge: -1
HOMO energy: -0.50 eV

two | Formula: C3H9OS
Source: the Open Molecules 2025 dataset
Level of theory: ωB97M-V/def2-TZVPD

Geometry (Å):
C 1.3755 2.0954 0.7627
S -0.0544 1.9024 -0.3840
H 1.6606 3.1400 0.9783
H 1.2947 1.6897 1.7980
H 2.2657 1.6045 0.3405
C -0.4397 -1.5133 -0.5127
O 0.3843 -1.1649 0.5629
C -1.2052 -2.8438 -0.0887
H -1.1535 -0.7294 -0.7346
H 0.0581 -1.7733 -1.4614
H 0.5211 -0.1860 0.4565
H -1.7724 -2.4465 0.7660
H -1.8549 -3.0672 -0.9305
H -0.4686 -3.5722 0.2364

Net charge: -1
HOMO energy: -2.60 eV

Most stable to least stable, the ends of the list are two and one.

one | Formula: C3H4FNS
Source: the Open Molecules 2025 dataset
Level of theory: ωB97M-V/def2-TZVPD

Geometry (Å):
C -0.6054 0.4990 0.4801
C -0.1996 0.4215 -0.9907
C 0.8275 -0.2640 -1.6361
H 0.7450 -0.7026 3.1722
H -1.1511 1.5771 0.8970
H 1.8697 -0.6327 -1.1057
H 0.4790 -0.5892 -2.8510
N -0.1104 -0.3769 1.2991
F -1.1761 0.6810 -2.1032
S -0.6785 -0.6133 2.8384

Net charge: 0
HOMO energy: -8.82 eV
Structure (SMILES): C=C(F)/C=N/S

two | Formula: C3H4FNS
Source: the Open Molecules 2025 dataset
Level of theory: ωB97M-V/def2-TZVPD

Geometry (Å):
C -0.5478 0.4608 0.2645
C -0.1595 0.2521 -1.1497
C 1.0363 -0.1625 -1.5280
H 0.0729 -0.7979 3.3835
H -1.1527 1.3898 0.4238
H 1.8414 -0.2535 -0.8096
H 1.2973 -0.4611 -2.5566
N -0.2434 -0.4692 1.1695
F -1.2095 0.2700 -1.9187
S -0.9350 -0.2285 2.7213

Net charge: 0
HOMO energy: -8.99 eV
Structure (SMILES): C=C(F)/C=N/S

Most stable to least stable, the ends of the list are two and one.

one | Formula: C3H3NS2
Source: the Open Molecules 2025 dataset
Level of theory: ωB97M-V/def2-TZVPD

Geometry (Å):
C -0.0777 -0.0665 -0.0934
C -0.2219 -1.4012 0.0893
C -2.4233 0.2240 -0.0348
N -1.2207 0.7257 0.0273
S -3.8938 0.8315 0.0003
S -1.7807 -2.0445 -0.0264
H 0.8213 0.6602 0.1141
H 0.5150 -2.1634 0.3224
H -0.9670 1.6762 0.2395

Net charge: 0
HOMO energy: -8.00 eV

two | Formula: C3H3NS2
Source: the Open Molecules 2025 dataset
Level of theory: ωB97M-V/def2-TZVPD

Geometry (Å):
C -1.3553 -0.3702 -0.0263
C 1.4345 -0.2758 -0.1541
C 1.0631 1.1207 -0.0627
H -2.1387 -1.1370 0.2898
H -1.4985 0.2819 -0.7459
H -1.1751 0.2832 0.8696
N 0.3987 2.0823 -0.0711
S 0.2083 -1.4846 -0.0902
S 3.0629 -0.5006 -0.0092

Net charge: 0
HOMO energy: -9.39 eV
Structure (SMILES): CSC(=S)C#N

Most stable to least stable, the ends of the list are two and one.

one | Formula: C3H4ClN
Source: the Open Molecules 2025 dataset
Level of theory: ωB97M-V/def2-TZVPD

Geometry (Å):
C -0.4742 0.2395 -1.5475
C 0.4860 0.0242 1.3846
C 0.3909 -0.5783 -1.1033
N -0.2200 0.9302 1.7838
Cl 1.2291 -1.9441 -1.3414
H -0.9321 0.0608 -2.5402
H -1.1689 0.7885 -0.9255
H 1.0472 -0.8155 1.5562
H -0.3580 1.2947 2.7332

Net charge: 0
HOMO energy (spin up / spin down): -7.50 / -7.32 eV

two | Formula: C3H4ClN
Source: the Open Molecules 2025 dataset
Level of theory: ωB97M-V/def2-TZVPD

Geometry (Å):
C -0.6058 1.5979 0.0516
C 0.6080 -1.3291 -0.1043
C -1.0027 0.3559 0.0463
N 1.7151 -0.8768 0.1004
Cl -2.5298 -0.3447 -0.0082
H -1.2955 2.4360 0.0546
H 0.4446 1.8304 0.0649
H 0.0901 -2.2472 -0.3120
H 2.5759 -1.4225 0.1067

Net charge: 0
HOMO energy (spin up / spin down): -8.36 / -8.36 eV

Most stable to least stable, the ends of the list are two and one.

one | Formula: C2H9N2O
Source: the Open Molecules 2025 dataset
Level of theory: ωB97M-V/def2-TZVPD

Geometry (Å):
C -0.2488 0.6903 0.3502
C 0.2690 -0.7664 0.1606
N -0.5774 -1.7304 0.6301
N 0.3768 1.6704 -0.5699
O 0.5635 -0.8702 -1.3184
H -1.3145 0.8144 0.2375
H -0.0594 1.0554 1.4056
H 1.2028 -0.7791 0.6980
H -0.5074 -1.8390 1.5889
H -1.6506 -1.6945 0.3416
H 0.6772 1.1104 -1.3842
H 1.2891 1.8739 -0.1360
H -0.3759 2.2805 -0.7069
H 0.3555 -1.8156 -1.2970

Net charge: +1
HOMO energy: -14.38 eV
Structure (SMILES): N[C@@H](O)C[NH3+]

two | Formula: C2H9N2O
Source: the Open Molecules 2025 dataset
Level of theory: ωB97M-V/def2-TZVPD

Geometry (Å):
C -2.6740 -0.7284 0.7748
N -1.8364 0.0440 -0.2001
H -2.8142 -0.1687 1.6894
H -2.1154 -1.6379 0.9833
H -3.6073 -0.9809 0.2819
H -0.9603 0.3718 0.2442
H -1.6944 -0.3387 -1.1324
H -2.2934 0.9401 -0.4342
C 1.8226 0.5711 -0.4396
N 2.5099 -0.5505 -0.2427
O 0.7079 0.8224 0.0205
H 2.2714 1.3241 -1.0974
H 3.3881 -0.5946 -0.7034
H 2.3840 -1.1514 0.5479

Net charge: +1
HOMO energy: -14.45 eV

three | Formula: C2H9N2O
Source: the Open Molecules 2025 dataset
Level of theory: ωB97M-V/def2-TZVPD

Geometry (Å):
C 0.7761 0.8558 0.5752
C 0.7457 -0.1290 -0.3569
N 0.2549 -1.4368 -0.0705
N 1.4055 1.9738 0.3723
H 0.4173 0.6929 1.5899
H 0.7268 0.0907 -1.4467
H 0.8411 -1.7773 0.6683
H -0.6609 -1.5074 0.1848
H 0.2864 -2.0115 -0.8037
H 1.7954 2.1159 -0.5515
H 1.3990 2.7442 1.0757
H -2.5119 -0.7807 -1.1674
H -3.1111 -0.1670 0.1186
O -2.3642 -0.6636 -0.1882

Net charge: +1
HOMO energy: -12.64 eV

Most stable to least stable, the ends of the list are two and one.

one | Formula: C2H9N2O
Source: the Open Molecules 2025 dataset
Level of theory: ωB97M-V/def2-TZVPD

Geometry (Å):
C -0.2422 1.2093 0.2038
N -0.2423 1.2148 1.6764
H -1.2544 1.1344 -0.3034
H 0.1893 2.0627 -0.3742
H -0.5568 2.2241 1.8229
H -1.0095 0.6064 1.9753
N 0.6027 0.1124 -0.4807
C 0.0015 -1.2572 -0.4828
O 1.0087 -2.1044 -0.9705
H 0.6824 0.4800 -1.4392
H 1.4644 0.1093 0.1559
H -0.9793 -1.2510 -1.0329
H -0.3375 -1.6028 0.5469
H 0.6729 -2.9379 -1.2975

Net charge: +1
HOMO energy: -15.30 eV
Structure (SMILES): NC[NH2+]CO

two | Formula: C2H9N2O
Source: the Open Molecules 2025 dataset
Level of theory: ωB97M-V/def2-TZVPD

Geometry (Å):
C 0.3838 1.1583 -2.2484
N 0.6049 -0.2703 1.0491
C 0.4061 0.6470 0.1029
N -0.1448 0.4180 -1.0909
H 0.2002 0.5094 -3.0935
H -0.2804 1.9950 -2.4809
H 1.4348 1.3881 -2.1381
H -0.1479 -0.8170 1.5135
H 1.3286 0.1119 1.6447
H 1.0387 1.5293 0.1145
H -1.0980 0.0766 -1.0977
H -1.6201 -2.6583 2.0188
H -0.9250 -2.1941 3.2946
O -1.1809 -1.8939 2.4116

Net charge: +1
HOMO energy: -14.92 eV

Most stable to least stable, the ends of the list are two and one.